No. 1
Molecular formula: C14H19N5O2
Method: DFT, ωB97M-V with the def2-TZVPD basis set

LUMO level: 0.43 eV
ΔE to the lowest compared entry with this formula, charge and spin: 30.6 kJ/mol
Frontier orbital gap: 9.47 eV
SMILES string: CNC(=O)[C@@H]1CCCN1C(C)=O.c1cc2[nH]ncc2cn1

Cartesian coordinates (Å):
O (-0.812, 3.275, 2.920)
O (3.153, 1.236, 3.632)
N (-0.626, -2.059, -1.962)
N (-3.340, -4.511, -4.780)
C (-0.699, 2.664, 1.864)
C (2.111, 1.798, 3.302)
C (-1.890, -2.423, -1.977)
C (-2.191, -4.610, -5.474)
C (-3.337, -3.817, -3.628)
C (-0.998, -4.020, -5.042)
C (-2.177, -3.210, -3.154)
C (-1.003, -3.304, -3.851)
N (-0.082, -2.596, -3.099)
N (2.008, 3.132, 3.333)
N (0.112, 1.598, 1.730)
C (-1.491, 3.142, 0.660)
C (3.084, 4.045, 3.713)
C (0.281, 0.839, 0.496)
C (1.419, -0.142, 0.760)
C (1.270, -0.408, 2.256)
C (0.891, 0.974, 2.814)
H (-2.617, -2.166, -1.212)
H (-2.191, -5.170, -6.405)
H (-4.257, -3.730, -3.058)
H (-0.096, -4.127, -5.633)
H (0.898, -2.493, -3.365)
H (1.091, 3.523, 3.145)
H (-0.805, 3.438, -0.131)
H (-2.098, 3.998, 0.950)
H (-2.140, 2.341, 0.310)
H (4.020, 3.729, 3.246)
H (2.846, 5.059, 3.390)
H (3.211, 4.031, 4.797)
H (0.535, 1.488, -0.343)
H (-0.635, 0.285, 0.281)
H (2.379, 0.339, 0.561)
H (1.312, -1.053, 0.171)
H (0.441, -1.099, 2.414)
H (2.180, -0.824, 2.688)
H (0.241, 0.834, 3.678)

These are the Mulliken partial charges, in e, on atoms 1 to 8: number 1, O, carries -0.74; number 2, O, carries -0.69; number 3, N, carries -0.40; number 4, N, carries -0.62; number 5, C, carries 0.95; number 6, C, carries 0.24; number 7, C, carries -0.74; number 8, C, carries -0.20

***

No. 2
Molecular formula: C3H9O2
Method: DFT, ωB97M-V with the def2-TZVPD basis set

LUMO level: 4.34 eV
Charge: -1
ΔE to the lowest compared entry with this formula, charge and spin: 7.6 kJ/mol
Frontier orbital gap: 7.28 eV

Cartesian coordinates (Å):
C (-0.098, 0.458, -0.754)
O (0.646, 1.373, -0.109)
C (-0.409, -0.861, 0.072)
C (-1.809, -0.879, 0.662)
H (0.332, 0.082, -1.717)
H (-1.106, 0.865, -0.992)
H (0.311, -0.937, 0.878)
H (-0.230, -1.703, -0.592)
H (-1.966, 0.008, 1.266)
H (-1.972, -1.757, 1.304)
H (-2.598, -0.869, -0.092)
H (3.511, 1.996, 0.095)
H (2.187, 1.144, -0.032)
O (3.200, 1.079, 0.013)

These are the Mulliken partial charges, in e, on atoms 1 to 8: number 1, C, carries -0.68; number 2, O, carries -0.92; number 3, C, carries -0.21; number 4, C, carries -1.22; number 5, H, carries 0.24; number 6, H, carries 0.27; number 7, H, carries 0.22; number 8, H, carries 0.32